Molecular formula: C3H8N2O3S
Method: DFT, ωB97M-V/def2-TZVPD

The largest force on an atom is 4.280 eV Å⁻¹. The value obtained for the total energy is -23195.1381 eV. For the energy above the lowest of the compared OMol25 structures with the same formula, charge and spin, the calculation gives 91.4 kcal per mole. The orbital gap comes out at 9.62 eV.

The geometry in ORCA input format:
```
! wB97M-V def2-TZVPD RIJCOSX def2/J DEFGRID3
* xyz 0 1
C 0.53 0.35 0.18
C 2.04 -0.41 0.24
C 1.36 -0.96 -1.02
N 3.25 0.24 0.08
N 0.17 -0.50 -0.96
O -4.13 -0.17 -0.95
O -2.47 -0.59 0.98
O -2.50 1.52 -0.16
S -2.45 0.12 -0.45
H -0.18 0.25 0.99
H 0.55 1.39 -0.11
H 2.14 -1.20 1.06
H 1.74 -1.66 -1.67
H 4.04 -0.06 0.71
H 3.37 1.29 -0.07
H -4.72 0.58 -0.71
H -2.76 -0.18 1.88
*
```

Mulliken population analysis, charges in e, atoms 1 to 4: number 1, C, carries -0.689; number 2, C, carries 0.238; number 3, C, carries -0.388; number 4, N, carries -0.593

Molecular formula: C3H3ClO2
Method: DFT, ωB97M-V/def2-TZVPD

The largest force on an atom is 1.668 eV Å⁻¹. The value obtained for the total energy is -19775.9940 eV. For the energy above the lowest of the compared OMol25 structures with the same formula, charge and spin, the calculation gives 16.0 kcal per mole. The orbital gap comes out at 10.41 eV. The SMILES is O=CO/C=C\Cl.

The geometry in ORCA input format:
```
! wB97M-V def2-TZVPD RIJCOSX def2/J DEFGRID3
* xyz 0 1
O -0.20 -2.56 1.50
C -0.98 -1.74 1.13
O -0.64 -0.66 0.37
C 0.67 -0.27 0.14
C 1.06 0.83 -0.52
Cl 0.05 2.04 -1.21
H -2.08 -1.72 1.29
H 1.33 -1.08 0.45
H 2.12 1.02 -0.54
*
```

Mulliken population analysis, charges in e, atoms 1 to 4: number 1, O, carries -0.472; number 2, C, carries 0.227; number 3, O, carries -0.270; number 4, C, carries -0.057

Molecular formula: C5H11FO2
Method: DFT, ωB97M-V/def2-TZVPD

The largest force on an atom is 6.731 eV Å⁻¹. The value obtained for the total energy is -12166.5115 eV. For the energy above the lowest of the compared OMol25 structures with the same formula, charge and spin, the calculation gives 203.3 kcal per mole. The orbital gap comes out at 9.94 eV.

The geometry in ORCA input format:
```
! wB97M-V def2-TZVPD RIJCOSX def2/J DEFGRID3
* xyz 0 1
C 0.98 0.51 1.86
C -0.38 0.03 0.31
C -2.47 -0.52 -0.67
C 0.51 -0.40 -0.74
C 1.38 -1.60 -0.75
H 1.14 1.24 2.68
H 0.75 -0.53 2.44
H 1.89 0.43 1.35
H -0.21 -0.80 1.24
H -2.66 -1.44 -0.11
H -1.87 -0.99 -1.58
H -3.17 0.17 -1.17
H -0.12 -0.70 -1.70
H 2.83 -1.12 -0.38
H 0.84 -2.51 0.35
H 1.57 -1.92 -2.16
O 0.02 1.14 1.11
O -1.55 0.52 -0.02
F 1.23 0.75 -1.07
*
```

Mulliken population analysis, charges in e, atoms 1 to 4: number 1, C, carries -0.803; number 2, C, carries 0.479; number 3, C, carries -0.722; number 4, C, carries 0.395

Molecular formula: C4H7NOS
Method: DFT, ωB97M-V/def2-TZVPD

The largest force on an atom is 5.123 eV Å⁻¹. The value obtained for the total energy is -18628.0932 eV. For the energy above the lowest of the compared OMol25 structures with the same formula, charge and spin, the calculation gives 148.9 kcal per mole. The orbital gap comes out at 7.41 eV.

The geometry in ORCA input format:
```
! wB97M-V def2-TZVPD RIJCOSX def2/J DEFGRID3
* xyz 0 1
C -0.75 -0.74 1.40
C 1.38 -0.08 0.06
C 1.04 0.00 -1.32
C 1.11 1.31 -0.48
H -4.06 -1.24 -0.63
H -0.94 -1.34 2.37
H 2.39 -0.37 0.28
H 0.04 -0.13 -1.95
H 1.90 -0.04 -1.97
H 1.78 2.00 -0.79
H 0.17 1.68 -0.03
N -1.60 -0.01 0.73
O 0.65 -0.58 1.25
S -3.11 -0.45 1.08
*
```

Mulliken population analysis, charges in e, atoms 1 to 4: number 1, C, carries 0.127; number 2, C, carries -0.049; number 3, C, carries -0.443; number 4, C, carries -0.633

Molecular formula: C40H33LaN11O2PS2
Method: DFT, ωB97M-V/def2-TZVPD

The largest force on an atom is 0.721 eV Å⁻¹. The value obtained for the total energy is -94320.2863 eV. For the energy above the lowest of the compared OMol25 structures with the same formula, charge and spin, the calculation gives 7.7 kcal per mole. The orbital gap (alpha / beta) comes out at 5.91 / 5.79 eV.

The geometry in ORCA input format:
```
! wB97M-V def2-TZVPD RIJCOSX def2/J DEFGRID3
* xyz 0 1
La -0.38 -0.46 1.33
C 2.39 -1.91 -3.97
C 1.41 -2.50 -3.19
C 1.25 -2.12 -1.86
C 2.09 -1.18 -1.29
C 3.08 -0.58 -2.08
C 3.22 -0.95 -3.41
N 1.92 -0.76 0.05
C 2.95 -0.79 0.86
C 4.21 -1.43 0.55
C 5.26 -1.39 1.40
C 5.19 -0.69 2.65
C 4.03 -0.13 3.03
C 2.87 -0.20 2.19
N 1.68 0.27 2.60
N 1.62 0.84 3.77
C 0.37 1.33 4.11
C 0.28 1.91 5.39
C -0.92 2.45 5.79
C -2.02 2.41 4.93
C -1.85 1.80 3.70
N -0.69 1.27 3.29
H 2.51 -2.20 -5.00
H 0.75 -3.25 -3.60
H 0.48 -2.59 -1.27
H 3.71 0.18 -1.65
H 3.99 -0.48 -4.01
H 4.28 -2.00 -0.37
H 6.17 -1.91 1.14
H 6.06 -0.66 3.29
H 3.93 0.36 3.99
H 1.16 1.92 6.01
H -1.01 2.90 6.77
H -2.97 2.83 5.20
H -2.67 1.74 3.00
S -1.54 -2.98 0.55
C -0.02 -3.79 0.91
S 1.03 -3.11 2.11
C 0.31 -4.90 0.17
C 1.54 -5.60 0.40
N 2.52 -6.16 0.58
C -0.49 -5.35 -0.91
N -1.15 -5.69 -1.80
N -1.08 -2.00 4.32
N -2.32 -2.62 4.12
C -3.16 -2.14 3.19
N -4.26 -2.85 2.92
N -2.79 -0.98 2.63
N -3.48 -0.52 1.58
O -2.84 0.38 0.99
O -4.56 -0.89 1.20
H -0.33 -2.57 3.90
H -0.95 -1.84 5.31
H -2.43 -3.58 4.40
H -4.31 -3.80 3.22
H -4.82 -2.56 2.13
C -3.69 4.88 -1.72
C -4.18 3.63 -1.34
C -3.32 2.55 -1.23
C -1.96 2.70 -1.50
C -1.48 3.95 -1.88
C -2.34 5.03 -1.99
P -0.87 1.23 -1.43
C 0.78 1.97 -1.66
C 1.48 2.03 -2.86
C 2.72 2.66 -2.92
C 3.27 3.21 -1.78
C 2.59 3.13 -0.57
C 1.35 2.52 -0.52
C -1.33 0.35 -2.95
C -1.72 -0.98 -2.86
C -2.15 -1.66 -3.99
C -2.19 -1.02 -5.21
C -1.82 0.32 -5.31
C -1.41 1.01 -4.18
H -4.36 5.72 -1.81
H -5.23 3.50 -1.13
H -3.71 1.59 -0.93
H -0.43 4.08 -2.10
H -1.95 5.99 -2.29
H 1.08 1.57 -3.75
H 3.25 2.70 -3.86
H 4.24 3.70 -1.82
H 3.02 3.55 0.34
H 0.83 2.48 0.43
H -1.67 -1.51 -1.92
H -2.44 -2.70 -3.90
H -2.52 -1.55 -6.10
H -1.88 0.83 -6.26
H -1.18 2.06 -4.26
*
```

Mulliken population analysis, charges in e, atoms 1 to 4: number 1, La, carries 0.847; number 2, C, carries -0.949; number 3, C, carries -0.803; number 4, C, carries 0.410

Molecular formula: CH3I3OSi
Method: DFT, ωB97M-V/def2-TZVPD

The largest force on an atom is 4.186 eV Å⁻¹. The value obtained for the total energy is -35313.7148 eV. For the energy above the lowest of the compared OMol25 structures with the same formula, charge and spin, the calculation gives 62.7 kcal per mole. The orbital gap (alpha / beta) comes out at 7.76 / 7.76 eV.

The geometry in ORCA input format:
```
! wB97M-V def2-TZVPD RIJCOSX def2/J DEFGRID3
* xyz 0 1
C 1.20 -0.38 1.01
O 1.18 0.41 -0.12
Si -1.00 0.55 -1.00
I -1.37 2.44 -2.55
I -1.23 -1.66 -2.21
I -2.29 0.59 1.06
H 0.24 -0.95 1.06
H 1.31 0.14 1.94
H 1.96 -1.14 0.81
*
```

Mulliken population analysis, charges in e, atoms 1 to 4: number 1, C, carries -0.505; number 2, O, carries -0.502; number 3, Si, carries 0.382; number 4, I, carries -0.004

Molecular formula: C36H63FN3O5
Method: DFT, ωB97M-V/def2-TZVPD

The largest force on an atom is 10.033 eV Å⁻¹. The value obtained for the total energy is -55748.5740 eV. The orbital gap comes out at 4.34 eV.

The geometry in ORCA input format:
```
! wB97M-V def2-TZVPD RIJCOSX def2/J DEFGRID3
* xyz 1 1
C -2.47 -2.31 3.96
C -2.22 -0.95 3.10
O -2.80 0.28 3.67
C -4.21 0.10 4.06
C -5.21 -0.42 2.87
O -4.85 0.02 1.51
C -5.62 1.19 1.06
C -4.79 1.80 -0.25
O -5.66 2.54 -1.19
C -5.84 3.95 -0.79
C -4.50 4.88 -0.92
C -3.15 4.46 -1.81
C -1.81 5.46 -1.85
C -0.44 5.09 -2.69
C 0.51 3.95 -1.97
C 2.08 4.51 -2.10
O 0.51 2.66 -2.74
C -0.82 2.03 -2.68
C -0.76 0.38 -2.82
C -2.18 -0.44 -2.68
C -2.30 -2.08 -2.75
C -0.90 -2.92 -2.99
C 0.54 -2.09 -3.18
C 0.64 -0.43 -3.10
N -1.80 6.77 -1.04
C -3.01 7.25 -0.23
C -4.40 6.33 -0.12
C -5.65 6.93 0.80
C -6.53 7.93 -0.20
O -6.51 9.27 -0.13
F -7.45 7.34 -1.25
H -2.19 -2.25 5.10
H -3.58 -2.70 3.81
H -1.79 -3.16 3.47
H -1.04 -0.77 3.09
H -2.51 -1.06 1.94
H -4.36 -0.56 5.04
H -4.60 1.18 4.37
H -6.30 -0.01 3.11
H -5.24 -1.59 2.92
H -6.71 0.83 0.76
H -5.75 1.99 1.90
H -4.41 0.84 -0.84
H -3.83 2.37 0.09
H -6.65 4.40 -1.54
H -6.36 4.00 0.28
H -3.21 3.44 -2.39
H -0.69 4.76 -3.80
H 0.20 6.09 -2.71
H 0.24 3.80 -0.84
H 2.21 5.60 -1.71
H 2.85 3.74 -1.61
H 2.33 4.50 -3.27
H -1.35 2.27 -1.64
H -1.48 2.48 -3.54
H -3.15 0.19 -2.52
H -3.36 -2.55 -2.61
H -0.97 -4.10 -3.06
H 1.50 -2.77 -3.37
H 1.64 0.17 -3.23
H -0.92 7.35 -1.08
H -3.01 8.25 0.40
H -5.27 7.46 1.77
H -6.37 6.04 1.07
C 2.19 -5.74 5.23
C 2.00 -5.40 3.75
N 1.49 -4.04 3.51
C 1.08 -3.83 2.11
C 2.17 -3.88 1.04
C 2.24 -2.95 4.10
C 3.71 -2.80 3.70
H 1.26 -5.63 5.79
H 2.52 -6.78 5.33
H 2.96 -5.11 5.70
H 1.28 -6.12 3.35
H 2.94 -5.57 3.23
H 0.55 -2.87 2.03
H 0.32 -4.58 1.86
H 2.77 -2.97 1.03
H 1.70 -3.96 0.05
H 2.83 -4.74 1.16
H 2.20 -3.05 5.19
H 1.73 -2.00 3.91
H 4.23 -3.76 3.66
H 4.23 -2.18 4.44
H 3.82 -2.31 2.74
C 8.11 -1.75 -2.16
C 6.95 -2.69 -1.86
N 5.65 -2.02 -1.73
C 4.60 -2.91 -1.22
C 4.18 -4.09 -2.08
C 5.24 -1.17 -2.85
C 5.12 -1.82 -4.23
H 8.21 -0.99 -1.38
H 9.05 -2.32 -2.19
H 8.01 -1.26 -3.13
H 7.18 -3.20 -0.92
H 6.92 -3.47 -2.64
H 3.70 -2.31 -0.99
H 4.93 -3.30 -0.25
H 3.54 -3.78 -2.91
H 3.59 -4.79 -1.48
H 5.03 -4.64 -2.48
H 5.95 -0.34 -2.93
H 4.29 -0.68 -2.61
H 5.94 -2.51 -4.44
H 5.14 -1.05 -5.00
H 4.18 -2.36 -4.34
*
```

Mulliken population analysis, charges in e, atoms 1 to 4: number 1, C, carries -0.712; number 2, C, carries 0.030; number 3, O, carries -0.438; number 4, C, carries -0.458

Molecular formula: C4H12N4
Method: DFT, ωB97M-V/def2-TZVPD

The largest force on an atom is 4.229 eV Å⁻¹. The value obtained for the total energy is -10297.6265 eV. For the energy above the lowest of the compared OMol25 structures with the same formula, charge and spin, the calculation gives 130.2 kcal per mole. The orbital gap (alpha / beta) comes out at 8.89 / 6.91 eV.

The geometry in ORCA input format:
```
! wB97M-V def2-TZVPD RIJCOSX def2/J DEFGRID3
* xyz 0 1
C 1.20 1.49 1.09
C 1.65 -0.90 0.20
C 0.36 0.62 -1.25
C 0.67 0.27 0.23
N -3.16 -0.45 -0.26
N -2.97 0.72 -0.29
N -1.00 -1.32 0.58
N -0.52 -0.18 0.90
H 2.05 2.09 0.77
H 0.41 2.26 0.97
H 1.40 1.05 2.00
H 1.64 -1.48 1.11
H 2.58 -0.64 -0.32
H 1.35 -1.72 -0.58
H -0.09 1.58 -1.26
H 1.39 0.86 -1.69
H -0.34 -0.17 -1.69
H -4.09 -0.93 -0.57
H -0.50 -1.82 -0.25
H -2.04 -1.33 0.30
*
```

Mulliken population analysis, charges in e, atoms 1 to 4: number 1, C, carries -1.567; number 2, C, carries -1.483; number 3, C, carries -1.220; number 4, C, carries 1.334